1.
49
Properties=species:S:1:pos:R:3:forces:R:3:mulliken_charge:R:1 method="wB97M-V/def2-TZVPD" charge=-2 s2=6.0604 multiplicity=5 de_lowest_ev=0.0000 homo_ev="0.079 / -3.360"
C -1.170 1.012 -3.620 1.0 -0.6 0.4 0.717
C -1.302 -0.356 -4.019 0.6 0.0 -0.4 0.370
C -0.052 -1.024 -3.737 -0.3 0.7 -0.7 0.383
C -2.523 -1.037 -4.486 -0.1 -0.7 0.0 -1.000
C 0.865 -0.032 -3.246 -0.7 1.0 0.1 0.793
C 0.190 1.229 -3.235 0.8 0.1 -1.1 0.441
C 0.768 2.564 -2.899 0.0 0.0 0.1 -2.011
C -2.238 2.046 -3.677 0.0 0.0 -0.1 -1.609
C 0.309 -2.434 -3.996 -0.3 -0.6 -0.4 -1.001
C 2.272 -0.306 -2.848 0.5 0.1 0.1 -1.970
Os -0.955 -0.515 -1.783 0.7 -0.7 2.3 1.548
Cl -2.046 -2.612 -2.050 -1.2 -1.7 0.4 -0.562
Cl -3.029 -0.027 -0.961 -0.6 0.8 0.4 -0.428
Cl 0.264 -2.051 -0.534 0.9 0.3 0.4 -0.436
H -3.429 -0.432 -4.475 0.2 0.2 -0.4 0.351
H -2.648 -1.789 -3.687 -0.7 0.0 -1.0 0.052
H -2.341 -1.589 -5.419 -0.3 0.4 0.0 0.285
H -0.481 -3.070 -3.590 0.3 -0.1 -0.2 0.151
H 1.241 -2.720 -3.515 0.0 0.1 0.0 0.329
H 0.367 -2.619 -5.069 0.2 0.0 -0.2 0.326
H 2.377 -1.219 -2.258 -0.2 0.1 0.0 0.348
H 2.706 0.505 -2.257 -0.2 0.0 0.0 0.375
H 2.905 -0.423 -3.730 0.0 0.0 -0.1 0.299
H 1.641 2.484 -2.236 -0.4 0.0 -0.1 0.368
H 0.012 3.204 -2.426 0.3 -0.2 0.1 0.416
H 1.080 3.075 -3.824 0.0 0.0 0.1 0.301
H -3.115 1.685 -3.123 0.1 0.3 -0.1 0.261
H -2.512 2.215 -4.730 0.0 0.1 0.3 0.334
H -1.866 2.980 -3.235 -0.3 -0.2 -0.1 0.365
O -0.093 0.774 -0.805 -0.1 0.9 0.3 -0.728
H 0.398 0.759 0.619 0.4 -1.0 0.9 0.465
O -1.155 -0.428 2.039 1.9 0.9 0.5 -0.615
C -0.047 0.010 2.380 -1.5 -0.7 0.2 0.538
O 0.856 0.534 1.551 -1.0 0.5 0.0 -0.441
C 0.353 -0.021 3.873 1.0 -0.2 1.0 0.149
C 1.597 0.454 4.333 -0.8 -0.2 -0.9 -0.565
C 1.910 0.443 5.715 1.5 1.0 0.2 -0.272
C 1.044 -0.045 6.692 -0.8 -0.2 -0.1 -0.256
C -0.162 -0.578 6.242 0.9 0.6 -1.0 0.148
C -0.499 -0.576 4.861 -0.8 -0.2 -0.4 -0.777
N -1.094 -1.086 7.217 -1.0 -0.5 1.0 0.987
O -0.781 -1.021 8.426 -0.6 -0.2 -1.5 -0.650
O -2.178 -1.562 6.826 1.5 0.6 0.6 -0.646
N 3.135 1.059 6.132 -1.9 -1.0 -0.7 0.928
O 3.902 1.510 5.259 0.6 0.4 -0.7 -0.792
O 3.379 1.133 7.353 0.3 0.1 1.2 -0.803
H 2.319 0.854 3.628 -0.1 0.0 0.3 0.512
H 1.281 0.054 7.748 0.0 -0.1 -0.4 0.511
H -1.454 -1.013 4.578 0.2 0.2 -0.1 0.512

2.
43
Properties=species:S:1:pos:R:3:forces:R:3:mulliken_charge:R:1 method="wB97M-V/def2-TZVPD" smiles=c1ccncc1.c1ccncc1.c1ccncc1.ClCCl.ClCCl de_lowest_ev=0.0643 homo_ev=-9.610
C 2.348 -0.038 3.607 -0.3 -0.4 0.0 -0.402
C 1.413 0.457 2.709 -0.4 0.5 0.2 -0.044
C 1.088 1.808 2.793 0.7 -0.1 0.4 0.197
N 1.666 2.653 3.655 -0.1 0.1 -0.3 -0.198
C 2.598 2.168 4.472 -0.2 0.0 -0.1 -0.302
C 2.943 0.830 4.498 0.2 0.0 0.2 -0.402
H 2.592 -1.088 3.708 -0.1 0.0 -0.4 0.391
H 0.828 -0.113 2.000 0.3 -0.4 0.0 0.181
H 0.345 2.222 2.133 -0.1 0.1 0.0 -0.170
H 3.065 2.878 5.144 0.0 0.0 0.1 0.366
H 3.649 0.439 5.219 0.1 0.2 0.0 0.356
C 0.558 -2.527 -0.501 0.3 0.5 0.0 -0.055
C -0.649 -2.596 0.180 0.0 -0.3 -0.7 0.038
C -1.133 -3.858 0.497 0.3 0.2 0.6 -0.316
N -0.417 -4.980 0.349 -0.5 0.3 -0.7 -0.588
C 0.710 -4.880 -0.350 0.5 0.0 0.2 -0.271
C 1.245 -3.680 -0.823 -0.4 -0.3 0.4 -0.533
H 0.975 -1.563 -0.775 -0.1 0.0 0.0 0.348
H -1.223 -1.696 0.351 -0.1 -0.1 0.2 0.266
H -2.108 -3.938 0.962 0.0 -0.2 0.1 0.358
H 1.262 -5.803 -0.488 0.0 -0.1 -0.1 0.384
H 2.180 -3.643 -1.362 0.0 -0.1 0.0 0.389
C -1.777 0.223 -3.813 0.2 -0.5 0.7 -0.358
C -1.350 -0.922 -3.141 -0.6 0.2 -1.0 0.467
C -1.679 -2.164 -3.700 1.0 0.7 0.7 -0.162
N -2.414 -2.303 -4.789 -0.1 -0.3 -0.1 -0.565
C -2.851 -1.195 -5.385 -0.2 -0.1 0.2 -0.266
C -2.549 0.089 -4.960 0.0 0.0 0.1 -0.458
H -1.484 1.150 -3.337 -0.2 0.4 -0.5 0.330
H -0.775 -0.821 -2.235 0.1 -0.2 0.0 -0.122
H -1.216 -3.023 -3.226 -0.4 -0.4 -0.2 0.361
H -3.530 -1.350 -6.215 0.1 0.0 -0.2 0.352
H -2.951 0.922 -5.518 0.1 0.1 0.1 0.378
Cl 1.809 4.941 0.831 0.3 -0.2 -0.1 -0.138
C 0.786 5.400 2.184 -0.5 -0.1 -0.3 -0.221
Cl -0.834 4.677 2.025 -0.2 0.0 0.1 -0.158
H 1.184 5.000 3.109 0.2 0.2 0.0 0.218
H 0.640 6.469 2.098 0.1 0.0 0.4 0.344
Cl -1.764 1.097 0.853 -0.1 0.0 -0.2 -0.156
C -1.072 2.072 -0.448 0.4 0.3 0.0 -0.211
Cl 0.575 1.558 -0.898 -0.3 -0.1 -0.1 -0.152
H -1.719 2.039 -1.316 0.0 -0.2 0.0 0.289
H -0.960 3.092 -0.097 -0.1 0.0 0.1 0.236

3.
46
Properties=species:S:1:pos:R:3:forces:R:3:mulliken_charge:R:1 method="wB97M-V/def2-TZVPD" charge=-1 de_lowest_ev=0.0962 homo_ev=-2.794
Cl -0.671 3.344 2.903 0.0 0.1 0.0 -0.162
C 0.285 1.933 3.029 -1.6 -1.8 0.2 0.221
C -0.321 0.697 3.162 -0.1 1.9 -0.2 0.252
Cl -2.010 0.520 3.200 -0.1 0.0 0.0 -0.086
C 0.438 -0.547 3.316 0.1 -2.0 0.4 0.280
O -0.078 -1.631 3.534 0.9 1.9 -0.3 -0.422
C 1.986 -0.421 3.233 0.3 -2.0 0.2 0.253
O 2.689 -1.422 3.325 -1.1 1.8 -0.2 -0.546
C 2.523 0.927 3.062 -0.6 1.7 -0.1 0.235
Cl 4.216 1.023 2.966 0.4 0.1 0.0 -0.149
C 1.718 2.050 2.986 1.8 -1.6 0.1 0.273
Cl 2.422 3.600 2.826 0.0 0.0 0.0 -0.157
C -2.333 -4.000 -3.834 -0.1 0.1 0.2 -1.337
C -3.028 -3.970 -2.477 0.0 0.0 0.0 -0.203
C -3.461 -5.350 -2.013 -0.2 -0.1 0.3 -0.460
C -4.136 -5.329 -0.627 -0.2 -0.3 -0.4 -0.835
C -3.274 -4.796 0.447 1.1 0.6 1.6 0.257
C -3.755 -3.805 1.392 2.0 -1.8 -1.5 0.253
O -3.112 -3.283 2.286 -0.3 0.6 0.5 -0.726
O -5.071 -3.500 1.190 -1.4 1.0 0.9 -0.288
C -5.547 -2.614 2.215 0.2 -0.2 -0.1 -0.124
C -7.048 -2.649 2.304 -0.2 0.1 -0.1 -1.243
C -1.968 -5.360 0.745 -2.2 1.9 0.5 0.481
O -1.204 -4.999 1.626 0.6 -0.3 -0.1 -0.732
O -1.652 -6.408 -0.067 1.2 -1.3 -0.1 -0.225
C -0.370 -6.946 0.281 -0.1 0.1 0.1 -0.295
C -0.183 -8.316 -0.310 0.0 -0.1 -0.2 -1.229
H -2.066 -2.985 -4.138 0.1 0.0 -0.2 0.381
H -1.415 -4.595 -3.781 -0.1 0.0 -0.1 0.295
H -2.986 -4.431 -4.598 0.1 0.0 0.0 0.312
H -2.360 -3.536 -1.721 -0.1 -0.1 -0.1 0.261
H -3.913 -3.322 -2.520 0.1 0.1 0.0 0.290
H -4.160 -5.791 -2.738 0.1 0.0 -0.1 0.436
H -2.582 -5.998 -1.921 -0.3 0.1 -0.4 0.137
H -5.038 -4.702 -0.657 0.1 -0.3 -0.2 0.281
H -4.429 -6.361 -0.377 -0.3 0.0 -0.3 0.200
H -5.129 -2.934 3.176 0.1 0.2 -0.2 0.312
H -5.181 -1.598 2.003 -0.1 -0.2 0.2 0.208
H -7.336 -2.053 3.172 -0.1 0.1 0.0 0.381
H -7.528 -2.214 1.424 0.0 -0.2 0.0 0.303
H -7.411 -3.667 2.465 0.0 0.1 -0.1 0.298
H 0.411 -6.254 -0.066 -0.1 -0.1 0.2 0.290
H -0.305 -7.014 1.371 0.1 0.2 -0.2 0.344
H 0.770 -8.701 0.055 0.1 -0.1 0.0 0.398
H -0.966 -9.001 0.026 0.0 0.1 -0.1 0.284
H -0.140 -8.301 -1.402 -0.1 -0.1 0.0 0.300

4.
41
Properties=species:S:1:pos:R:3:forces:R:3:mulliken_charge:R:1 method="wB97M-V/def2-TZVPD" smiles="O=C(NC[C@H](c1ccco1)N1CCCC1)c1ccc(Cl)cc1" de_lowest_ev=1.2326 homo_ev=-8.291
O -0.546 -2.000 1.698 -0.2 -0.1 0.2 -0.679
C 0.040 -0.993 1.341 0.2 0.1 -0.1 0.194
N 1.033 -1.007 0.426 0.2 0.2 -0.1 0.033
C 1.420 -2.201 -0.277 -0.1 -0.4 -0.4 -1.322
C 1.048 -2.199 -1.789 0.1 0.2 0.3 0.462
C 1.840 -1.164 -2.531 0.2 -0.9 -0.8 -0.356
C 2.433 -1.222 -3.757 -0.3 0.0 0.6 -0.785
C 3.032 0.043 -3.975 -0.1 0.4 0.4 -0.543
C 2.761 0.779 -2.867 0.4 0.2 -0.8 -0.492
O 2.039 0.060 -1.986 -0.2 0.0 0.5 -0.101
N -0.352 -2.078 -2.128 -0.1 0.0 0.0 -0.005
C -1.020 -0.796 -2.048 -0.1 0.2 -0.1 0.022
C -2.426 -1.147 -2.533 0.1 0.1 0.0 -0.798
C -2.650 -2.576 -2.010 0.0 -0.1 0.0 -0.662
C -1.264 -3.039 -1.534 0.0 -0.2 0.1 -0.496
C -0.279 0.353 1.905 -0.2 0.2 0.2 0.571
C -0.781 0.408 3.203 0.1 -0.1 -0.2 -0.389
C -1.109 1.616 3.785 0.0 0.1 0.0 -0.708
C -0.950 2.784 3.054 0.1 -0.2 -0.2 0.422
Cl -1.356 4.303 3.769 0.0 0.2 0.1 -0.212
C -0.476 2.748 1.752 0.0 0.1 0.1 -1.037
C -0.140 1.534 1.181 0.0 -0.2 0.1 -0.015
H 1.479 -0.149 0.145 -0.1 0.0 0.2 0.207
H 2.504 -2.337 -0.200 -0.1 -0.1 0.0 0.419
H 0.922 -3.036 0.218 0.1 0.1 0.0 0.555
H 1.364 -3.180 -2.174 0.1 0.2 0.1 0.450
H 2.441 -2.061 -4.421 -0.1 -0.2 -0.1 0.531
H 3.587 0.355 -4.836 0.1 0.1 -0.1 0.458
H 3.014 1.782 -2.587 0.0 0.1 0.1 0.476
H -1.070 -0.397 -1.023 0.0 0.0 -0.1 -0.092
H -0.528 -0.065 -2.691 0.0 0.1 0.1 0.380
H -2.449 -1.135 -3.622 0.0 0.0 0.0 0.306
H -3.172 -0.446 -2.163 0.0 0.0 0.0 0.380
H -3.033 -3.222 -2.799 0.0 0.0 0.0 0.272
H -3.360 -2.591 -1.185 0.0 -0.1 0.0 0.347
H -1.230 -3.025 -0.435 0.0 0.0 -0.1 0.113
H -1.010 -4.043 -1.881 0.0 -0.1 0.1 0.405
H -0.909 -0.517 3.744 0.0 -0.1 0.0 0.468
H -1.489 1.657 4.794 0.0 0.0 0.1 0.414
H -0.375 3.664 1.190 0.0 0.1 0.0 0.415
H 0.204 1.520 0.157 0.0 0.0 -0.1 0.393